A cluster of 2 separate species, C3H3I in total in a non-equilibrium geometry. Source: the Open Molecules 2025 dataset; level of theory: ωB97M-V/def2-TZVPD.

```
! RIJCOSX wB97M-V def2-TZVPD def2/J DEFGRID3
* xyz 0 1
C 0.6593 -0.9615 0.1233
C -0.4522 -0.3988 -0.0428
C 0.5156 0.6629 0.0028
I -3.3883 -0.0587 -0.0118
H 1.4170 -1.7685 -0.2334
H 0.6905 1.2156 0.9373
H 0.5580 1.3090 -0.7753
*
```

Summary:
Energy above the lowest of the compared OMol25 structures with the same formula, charge and spin: 79.0 kcal per mole
Calculated total energy: -413.590895 hartree
Highest occupied orbital energy (spin up / spin down): -0.34067 / -0.34070 Ha